# 1
DFT (wB97M-V/def2-TZVPD) results for the molecule C4H5NO in a non-equilibrium geometry.

Molecular weight ... 83.1 Da
SMILES string ... O=C1C=CCN1
Multiplicity ... 1
Highest occupied orbital energy ... -9.084 eV
Maximum force ... 1.7 eV/Å
Frontier orbital gap ... 9.37 eV

```
11
Properties=species:S:1:pos:R:3:lowdin_charge:R:1
O -1.44053 1.08276 -1.62673 0.063
C -0.64560 0.61211 -0.84009 -0.496
N -0.52717 0.84764 0.50054 0.067
C 0.41147 -0.05540 1.15767 -0.188
C 0.82963 -1.03431 0.05848 -0.070
C 0.34154 -0.47894 -1.09284 -0.057
H -1.00058 1.62746 0.92732 0.149
H 0.01579 -0.52520 2.06183 0.110
H 1.30969 0.51088 1.47625 0.123
H 0.11130 -1.80926 -0.57875 0.182
H 0.65025 -0.80629 -2.07288 0.118
```



# 2
DFT (wB97M-V/def2-TZVPD) results for a structure of composition C54H48BBr2F4IN8PtS.

Molecular weight ... 1409.7 Da
Charge ... +2
Multiplicity ... 1
Highest occupied orbital energy (alpha / beta) ... -12.997 / -12.997 eV
Maximum force ... 0.2 eV/Å
Frontier orbital gap (alpha / beta) ... 5.44 / 5.43 eV

```
120
Properties=species:S:1:pos:R:3:lowdin_charge:R:1
Pt 0.14663 0.06929 0.05619 1.108
S 0.20430 -0.09830 2.32854 0.821
C -0.45546 -1.68894 1.95183 -0.637
C -0.74028 -2.76903 2.75380 -0.023
C -1.24971 -3.89703 2.12458 -0.025
C -1.45710 -3.90810 0.75124 -0.066
C -1.14762 -2.78447 0.01474 -0.174
N -0.65318 -1.70484 0.62470 -0.147
H -0.56904 -2.73166 3.81989 0.132
H -1.48713 -4.77425 2.71156 0.129
H -1.85043 -4.78214 0.25246 0.127
H -1.27713 -2.73152 -1.05657 0.113
Br 1.26422 -6.42064 1.04603 0.746
C 0.75965 -6.66418 -0.75830 -0.740
C 0.16679 -7.87037 -1.10964 -0.121
C -0.24182 -8.08902 -2.41446 -0.059
C -0.06301 -7.10414 -3.37491 -0.067
C 0.53006 -5.90096 -3.02892 -0.157
C 0.94778 -5.68005 -1.72152 -0.731
I 1.82680 -3.84361 -1.26201 0.999
H 0.03101 -8.63292 -0.35542 0.107
H -0.69795 -9.03324 -2.67851 0.117
H -0.37566 -7.27287 -4.39622 0.115
H 0.68786 -5.13802 -3.77884 0.092
C -2.46106 6.04350 -0.31784 -0.032
C -1.57813 4.91984 0.23538 -0.344
C -0.72993 5.43516 1.40226 -0.028
C -0.72506 4.32712 -0.86095 -0.090
C 0.38197 5.18642 -1.42344 -0.238
C 0.51133 4.98928 -2.91479 0.001
C 0.47665 3.74139 -3.34955 -0.005
C 0.19567 2.60972 -2.36891 -0.251
C -0.18544 1.36666 -3.21636 -0.327
C -0.21655 0.01500 -2.50080 -0.093
C -1.49050 1.55820 -3.98715 -0.021
C -0.84145 3.10150 -1.36372 -0.109
N -1.81036 2.19097 -0.85093 0.069
B -1.67344 1.07050 0.01662 -0.557
N -2.96951 0.71047 0.45922 0.076
C -3.85798 1.60359 -0.16054 -0.037
C -3.18318 2.47027 -0.93024 -0.036
C -3.42856 -0.22596 1.45135 -0.121
C -3.20579 0.07968 2.80412 -0.142
C -3.59871 -0.86376 3.74708 -0.021
C -4.23418 -2.03630 3.36640 -0.049
C -4.52143 -2.27059 2.03429 -0.023
C -4.13580 -1.36617 1.04702 -0.129
C -4.61908 -1.55765 -0.38196 -0.360
C -6.08421 -1.10371 -0.47904 -0.041
C -4.53102 -2.99286 -0.90243 -0.054
C -2.68631 1.44331 3.23778 -0.392
C -3.82444 2.47219 3.19850 -0.031
C -2.04704 1.44971 4.62275 -0.078
H -3.15912 6.38249 0.44756 0.092
H -3.03717 5.71502 -1.18372 0.082
H -1.86541 6.90726 -0.61974 0.087
H -2.23016 4.13493 0.62493 0.122
H -0.01615 6.20036 1.08925 0.089
H -0.17347 4.63214 1.89008 0.069
H -1.37714 5.88594 2.15480 0.093
H 0.20775 6.22756 -1.16405 0.119
H 0.70995 5.83283 -3.56152 0.131
H 0.64343 3.48854 -4.38941 0.132
H 0.62939 1.29455 -3.94552 0.147
H -1.14323 -0.11242 -1.92699 0.065
H 0.72696 -0.20015 -1.94638 0.044
H -0.23653 -0.81719 -3.20893 0.116
H -2.35520 1.47890 -3.32647 0.080
H -1.58878 0.79573 -4.76041 0.097
H -1.52799 2.53148 -4.47495 0.092
H -4.91653 1.54662 0.01813 0.129
H -3.55254 3.28234 -1.53356 0.141
H -3.43676 -0.67312 4.79859 0.112
H -4.54412 -2.74917 4.11983 0.116
H -5.07432 -3.15905 1.75784 0.118
H -4.01837 -0.92226 -1.03898 0.123
H -6.72484 -1.80331 0.06118 0.093
H -6.41204 -1.08105 -1.51889 0.091
H -6.24926 -0.11947 -0.04444 0.069
H -5.18405 -3.66295 -0.34250 0.083
H -3.52243 -3.39762 -0.85780 0.044
H -4.86037 -3.02442 -1.94167 0.091
H -1.92288 1.76197 2.52132 0.083
H -4.59546 2.20936 3.92515 0.097
H -4.29333 2.53032 2.21739 0.065
H -3.44728 3.46413 3.45413 0.085
H -2.77363 1.22276 5.40341 0.084
H -1.65285 2.44305 4.84046 0.088
H -1.22707 0.73323 4.70615 0.055
F 5.01133 -2.46470 -0.70204 0.092
C 6.10311 -1.93511 -0.15309 -0.130
C 7.29137 -2.53589 -0.32175 -0.120
F 7.35027 -3.64301 -1.02722 0.172
C 8.51767 -1.99884 0.24941 0.001
C 8.34950 -0.76139 0.99739 -0.120
C 7.15293 -0.17011 1.15601 -0.132
F 7.06498 0.95498 1.85035 0.152
C 5.94153 -0.71925 0.60054 0.002
C 4.71850 -0.12884 0.76983 -0.108
C 3.48250 -0.63881 0.26803 -0.122
N 2.39392 -0.86307 -0.02701 0.106
C 4.46591 1.09031 1.48112 -0.142
N 4.12120 2.08064 1.95206 0.236
F 9.40891 -0.20482 1.53843 0.176
C 9.72415 -2.60765 0.09772 -0.085
C 9.90769 -3.83015 -0.62897 -0.137
N 10.12482 -4.80276 -1.19917 0.251
C 10.94650 -2.09788 0.64594 -0.136
N 11.96317 -1.74694 1.04798 0.255
Br 2.97494 6.29532 -0.97929 0.884
C 1.76845 4.79620 -0.89051 -0.656
C 2.18755 3.84419 0.23807 -0.160
C 1.37947 2.71431 0.70075 -0.069
N 1.12292 1.83046 -0.19080 -0.085
C 1.51679 2.31825 -1.53977 -0.134
C 2.42190 3.51394 -1.23265 -0.147
H 2.95387 4.19698 0.91302 0.120
H 1.10569 2.55615 1.73770 0.119
H 2.09219 1.53932 -2.04337 0.152
H 3.41124 3.52239 -1.66731 0.149
```



# 3
DFT (wB97M-V/def2-TZVPD) results for the molecule C3H7NO2 in a non-equilibrium geometry.

Molecular weight ... 89.1 Da
SMILES string ... C[C@@H](O)C(N)=O
Multiplicity ... 1
Highest occupied orbital energy ... -9.457 eV
Maximum force ... 1.9 eV/Å
Frontier orbital gap ... 10.12 eV

```
13
Properties=species:S:1:pos:R:3:lowdin_charge:R:1
C 0.62377 0.95837 0.59619 0.018
C -0.91426 0.27562 -0.11862 -0.224
O -0.87477 0.48910 -1.50731 -0.043
C -0.47382 -1.06360 0.32641 -0.591
O -0.89440 -1.61345 1.32755 0.059
N 0.66258 -1.41534 -0.32934 0.122
H 0.44457 1.15763 1.64639 0.056
H 0.73247 1.80070 -0.06349 0.042
H 1.65198 0.48574 0.59875 0.084
H -1.95996 0.49024 0.24004 0.162
H -1.21036 1.38154 -1.67438 0.103
H 0.87634 -0.99593 -1.21455 0.101
H 1.33586 -1.95062 0.17236 0.110
```



# 4
DFT (wB97M-V/def2-TZVPD) results for a cluster of 10 separate species, C9H31BIN9O21P in total in a non-equilibrium geometry.

Molecular weight ... 770.1 Da
Charge ... -1
Multiplicity ... 1
Highest occupied orbital energy ... -4.545 eV
Maximum force ... 3.6 eV/Å
Frontier orbital gap ... 5.73 eV

```
73
Properties=species:S:1:pos:R:3:lowdin_charge:R:1
O -1.67470 1.48731 1.07682 -0.477
P -2.20077 1.48831 -0.37990 0.524
O -1.70170 0.08457 -1.16834 -0.221
O -3.90547 1.61357 -0.24016 -0.250
B -1.63297 3.12122 -1.27466 -0.992
I -0.05770 4.05116 0.01635 0.616
H -2.25111 -0.11961 -1.95169 0.010
H -4.03320 2.50809 0.11630 0.042
H -1.10055 2.90540 -2.31845 -0.049
H -2.54880 3.88329 -1.39751 -0.044
C 3.83351 4.37011 -1.95698 0.021
N 2.64325 4.18814 -2.82343 -0.455
O 1.97231 5.17089 -3.06368 0.039
O 2.42767 3.06288 -3.22966 0.041
H 3.90160 5.41626 -1.67024 0.097
H 3.69971 3.74000 -1.08466 0.082
H 4.70477 4.07041 -2.53186 0.084
C -0.84289 -1.17823 2.29828 0.034
N -1.16638 -2.42909 3.03411 -0.442
O -0.24042 -3.07538 3.49044 0.040
O -2.34223 -2.72690 3.13252 0.038
H 0.23508 -1.04948 2.29483 0.098
H -1.22093 -1.28253 1.28327 0.091
H -1.32642 -0.35395 2.81359 0.066
C -2.55514 -6.11315 3.07341 0.039
N -2.14671 -7.36657 2.38767 -0.457
O -1.39079 -8.11068 2.97989 0.056
O -2.60004 -7.55923 1.27796 0.054
H -2.07681 -6.07569 4.04753 0.096
H -2.23331 -5.27902 2.45464 0.084
H -3.63794 -6.13314 3.17505 0.102
C -1.84003 0.91014 5.75591 0.045
N -0.49371 1.40348 5.37081 -0.444
O -0.19058 2.52912 5.71102 0.062
O 0.20661 0.64193 4.74068 0.068
H -2.35216 1.69126 6.31051 0.091
H -2.37616 0.67190 4.83887 0.099
H -1.70056 0.02497 6.37300 0.099
C -4.19688 -0.70518 -5.14907 0.041
N -4.10955 -0.08619 -3.80233 -0.419
O -5.08629 -0.15280 -3.09064 0.097
O -3.05183 0.44600 -3.51151 0.050
H -5.18506 -1.13860 -5.27173 0.097
H -4.02527 0.08008 -5.88249 0.108
H -3.43114 -1.47015 -5.20633 0.071
C 5.15488 0.03761 -2.12197 0.031
N 5.72154 1.40529 -2.03706 -0.413
O 5.20676 2.17165 -1.25176 0.045
O 6.66396 1.66290 -2.76308 0.052
H 4.33104 -0.03887 -1.42707 0.074
H 4.81214 -0.10987 -3.14562 0.108
H 5.93985 -0.65403 -1.86983 0.069
C 0.37345 6.40112 3.96476 0.039
N 1.71329 6.44178 3.32715 -0.456
O 1.93926 5.62176 2.47059 0.028
O 2.48558 7.30076 3.71595 0.034
H -0.19931 5.59118 3.51921 0.088
H 0.52221 6.23077 5.02894 0.096
H -0.10556 7.36047 3.78142 0.096
C 4.71860 -2.68156 1.45242 0.053
N 4.97672 -1.49805 0.59294 -0.419
O 4.20440 -0.57076 0.68219 0.097
O 5.95551 -1.55191 -0.13893 0.025
H 3.82674 -2.49467 2.04451 0.098
H 4.57532 -3.53793 0.79680 0.102
H 5.58725 -2.81626 2.09308 0.101
C -2.13375 -4.63773 -5.45959 0.048
N -3.48883 -4.29663 -5.96413 -0.439
O -3.64070 -3.20068 -6.46999 0.037
O -4.34998 -5.13833 -5.83461 0.077
H -1.47121 -3.79598 -5.64154 0.097
H -2.22171 -4.83736 -4.39369 0.105
H -1.79577 -5.51957 -5.99922 0.101
```



# 5
DFT (wB97M-V/def2-TZVPD) results for the molecule C16H18FN5O in a non-equilibrium geometry.

Molecular weight ... 315.4 Da
SMILES string ... CN(Cc1nc2ccc(F)cc2[nH]1)Cc1nc(CC2CC2)no1
Multiplicity ... 1
Highest occupied orbital energy ... -8.443 eV
Maximum force ... 1.2 eV/Å
Frontier orbital gap ... 9.02 eV

```
41
Properties=species:S:1:pos:R:3:lowdin_charge:R:1
C 0.89096 2.00259 1.16162 -0.067
N 1.61886 0.76837 0.92640 -0.210
C 2.74833 0.94591 0.02696 -0.109
C 2.32045 1.25471 -1.36709 -0.335
N 1.94857 0.40456 -2.27378 0.214
C 1.54564 1.20393 -3.30651 -0.354
N 1.66839 2.47173 -3.03539 0.138
O 2.17344 2.52203 -1.76978 0.032
C 0.97274 0.66887 -4.56297 -0.099
C -0.31304 -0.07097 -4.24692 -0.304
C -1.57351 0.71026 -4.03437 -0.116
C -1.40807 -0.12733 -5.26636 -0.119
H -1.25286 0.37818 -6.20726 0.099
H -1.98241 -1.03687 -5.35196 0.096
H -2.26384 0.37910 -3.27364 0.098
H -1.52509 1.78363 -4.14041 0.102
H -0.15803 -0.94344 -3.62455 0.133
H 0.78526 1.50090 -5.24135 0.125
H 1.69106 -0.01755 -5.01762 0.126
H 3.36419 1.76457 0.40518 0.132
H 3.33022 0.02124 0.01546 0.133
C 0.72800 -0.31102 0.51812 -0.128
C -0.08380 -0.75784 1.68374 -0.330
N -1.33876 -1.09014 1.65844 0.169
C -1.65789 -1.44672 2.94527 -0.235
C -2.86089 -1.88514 3.48643 -0.007
C -2.89590 -2.17067 4.83482 -0.024
C -1.75262 -2.01923 5.61764 -0.283
C -0.53894 -1.58756 5.12402 0.053
C -0.51247 -1.30417 3.76871 -0.188
N 0.47585 -0.86900 2.92893 0.168
H 1.42298 -0.62326 3.16201 0.161
H 0.32152 -1.48493 5.76523 0.120
F -1.84057 -2.31276 6.93502 0.046
H -3.80174 -2.51470 5.30811 0.113
H -3.73348 -1.99575 2.86448 0.113
H 0.04410 -0.03212 -0.29600 0.127
H 1.33993 -1.14695 0.16517 0.133
H 0.43167 2.41491 0.25390 0.093
H 1.57217 2.74405 1.57677 0.093
H 0.09958 1.80859 1.88353 0.089
```